DFT (wB97M-V/def2-TZVPD) results for a cluster of 8 separate species, C28H51N3O15 in total.

```
97
Properties=species:S:1:pos:R:3:mulliken_charge:R:1
C 10.24 11.30 -4.79 -1.79
C 11.69 11.08 -5.05 0.67
C 12.26 12.34 -5.76 -0.39
O 13.35 12.69 -4.88 -0.30
C 13.21 11.99 -3.72 0.65
O 13.89 12.08 -2.71 -0.62
O 12.27 11.13 -3.74 -0.31
H 9.92 10.42 -4.23 0.42
H 9.51 11.14 -5.53 0.47
H 9.96 12.18 -4.16 0.33
H 11.88 10.10 -5.56 0.12
H 11.39 13.13 -5.71 0.31
H 12.72 12.15 -6.75 0.33
C 12.84 15.93 -5.55 -0.77
O 12.83 15.99 -4.10 0.07
C 12.50 17.15 -3.47 0.48
O 12.15 18.34 -4.22 -0.70
O 12.40 17.21 -2.18 -0.09
C 12.09 18.50 -1.55 -0.91
H 13.40 16.65 -6.15 0.36
H 11.78 15.93 -5.85 0.32
H 13.25 15.10 -5.90 0.20
H 11.54 19.07 -2.18 0.57
H 13.00 19.02 -1.34 0.33
H 11.61 18.28 -0.61 0.19
C 19.87 8.00 3.52 -0.53
O 20.41 8.79 2.43 -0.32
C 19.55 9.20 1.43 0.83
O 18.29 8.71 1.30 -0.66
O 19.95 10.01 0.56 -0.36
C 19.05 10.72 -0.28 -0.22
H 20.61 7.73 4.31 0.32
H 19.17 7.17 3.29 0.29
H 19.28 8.61 4.17 0.13
H 18.42 10.01 -0.75 0.34
H 19.57 11.27 -0.95 0.30
H 18.47 11.30 0.46 -0.15
C 13.01 14.58 -0.49 -0.67
O 13.38 15.55 0.35 0.11
C 12.44 16.13 1.11 0.49
O 11.16 15.60 1.15 -0.64
O 12.93 17.15 1.84 -0.27
C 12.02 18.00 2.43 -0.72
H 13.84 14.40 -1.16 -0.05
H 12.28 14.87 -1.24 0.31
H 12.75 13.68 0.01 0.43
H 11.05 18.13 1.87 0.31
H 12.56 18.90 2.78 0.26
H 11.81 17.43 3.40 0.31
C 16.30 11.96 8.33 -0.77
O 16.51 12.46 7.04 -0.23
C 17.00 11.68 6.09 0.68
O 17.19 10.34 6.26 -0.64
O 17.26 12.38 4.91 -0.31
C 17.72 11.67 3.76 -0.69
H 15.88 11.00 8.11 0.37
H 15.58 12.54 8.89 0.27
H 17.18 11.65 8.89 0.32
H 18.01 12.51 3.08 0.12
H 16.92 11.00 3.45 0.38
H 18.57 11.11 4.06 0.48
C 14.35 9.45 -6.38 -1.66
C 15.07 9.82 -5.09 0.37
C 16.61 9.67 -5.13 -0.50
C 17.15 10.64 -4.14 0.33
N 17.57 11.46 -3.40 -0.50
H 13.66 10.07 -6.81 0.35
H 13.97 8.45 -6.45 0.36
H 14.97 9.56 -7.24 0.44
H 14.59 9.31 -4.25 0.45
H 15.00 10.84 -5.02 -0.15
H 17.01 9.89 -6.11 0.33
H 16.81 8.57 -4.94 0.29
C 16.07 15.79 -2.66 -1.03
C 16.69 15.42 -1.28 -0.14
C 16.81 13.90 -1.28 0.66
C 16.68 13.42 0.05 -0.15
N 16.59 13.02 1.15 -0.48
H 15.62 16.82 -2.69 0.32
H 15.28 15.13 -3.04 0.02
H 16.85 15.92 -3.42 0.45
H 15.91 15.58 -0.56 -0.03
H 17.66 15.86 -1.02 0.48
H 17.81 13.48 -1.52 0.61
H 16.00 13.46 -1.91 -0.61
C 14.62 14.70 5.10 -1.63
C 14.55 14.58 3.56 0.62
C 13.37 13.57 3.31 -0.43
C 12.16 14.20 3.83 0.32
N 11.28 14.71 4.29 -0.53
H 14.51 13.78 5.67 0.28
H 13.75 15.22 5.45 0.55
H 15.50 15.27 5.49 0.36
H 15.47 14.11 3.17 -0.02
H 14.33 15.53 3.10 0.05
H 13.40 12.59 3.70 0.53
H 13.15 13.27 2.30 -0.04
```

Its total charge is 0. Its multiplicity is 1. As for the frontier orbital gap: 9.8 eV. Its structure (SMILES) is C[C@H]1COC(=O)O1.COC(=O)OC.COC(=O)OC.COC(=O)OC.COC(=O)OC.CCCC#N.CCCC#N.CCCC#N. For the largest force on an atom, the calculation gives 9.66 eV/Å. The LUMO energy is 0.1085 eV. The calculation puts the HOMO energy at -9.692 eV. For the energy, the calculation gives -65036.3798 eV. For the energy above the lowest of the compared OMol25 structures with the same formula, charge and spin, the calculation gives 77.7 kcal per mole.

DFT (wB97M-V/def2-TZVPD) results for a structure of composition C4H6O3Tl.

```
14
Properties=species:S:1:pos:R:3:mulliken_charge:R:1
H 1.66 -1.45 1.11 0.32
C 1.42 -1.66 0.06 -0.84
C 0.25 -1.24 -0.47 -0.05
H 2.12 -2.25 -0.53 0.27
H 0.04 -1.47 -1.52 0.24
C -1.77 0.15 -0.42 0.00
C -0.74 -0.43 0.23 -0.41
O -2.71 0.93 0.11 -0.47
H -1.92 0.00 -1.49 0.32
H -0.61 -0.27 1.31 0.29
H -2.99 0.61 0.98 0.32
O 2.14 2.59 1.05 -0.32
O 1.62 3.29 0.05 -0.28
Tl 1.48 1.21 -0.47 0.60
```

Its total charge is 0. Its multiplicity is 2. As for the frontier orbital gap (spin up / spin down): 8.7 / 8.4 eV. For the largest force on an atom, the calculation gives 3.72 eV/Å. The LUMO energy (spin up / spin down) is 0.2488 / 0.2642 eV. The calculation puts the HOMO energy (spin up / spin down) at -8.423 / -8.139 eV. For the energy, the calculation gives -15074.9568 eV. For the energy above the lowest of the compared OMol25 structures with the same formula, charge and spin, the calculation gives 113.1 kcal per mole.

DFT (wB97M-V/def2-TZVPD) results for a structure of composition C13H26Cl8O9.

```
56
Properties=species:S:1:pos:R:3:mulliken_charge:R:1
C -15.61 -17.26 -16.44 1.26
O -16.74 -17.55 -15.53 -0.75
C -18.00 -17.39 -15.99 -0.23
O -18.32 -17.04 -17.09 -0.76
O -18.87 -17.67 -15.03 -0.40
C -20.27 -17.45 -15.17 -1.09
H -15.27 -18.19 -16.90 -2.28
H -14.70 -16.98 -15.91 0.60
H -15.84 -16.46 -17.14 0.40
H -20.78 -17.82 -14.28 0.07
H -20.66 -17.96 -16.06 0.33
H -20.54 -16.40 -15.27 0.78
C -14.34 -19.57 -18.20 -0.81
O -15.75 -19.44 -18.59 -0.26
C -16.70 -19.72 -17.77 0.75
O -16.50 -19.96 -16.58 -0.61
O -17.83 -19.51 -18.46 -0.37
C -19.14 -19.54 -17.87 -0.36
H -13.76 -18.81 -18.73 0.33
H -13.98 -20.55 -18.52 0.39
H -14.12 -19.46 -17.14 0.31
H -19.37 -20.57 -17.59 0.47
H -19.85 -19.07 -18.55 0.24
H -19.18 -18.90 -16.98 0.17
C -17.27 -15.25 -17.11 -0.16
O -17.71 -13.97 -17.57 -0.24
C -17.19 -12.91 -16.91 0.52
O -16.58 -13.07 -15.89 -0.55
O -17.47 -11.75 -17.58 -0.34
C -17.20 -10.45 -16.95 -0.67
H -16.27 -15.36 -16.70 1.17
H -17.33 -15.93 -17.96 -1.31
H -17.92 -15.76 -16.41 0.23
H -16.19 -10.42 -16.55 0.32
H -17.89 -10.28 -16.12 0.29
H -17.25 -9.66 -17.71 0.25
C -13.58 -17.96 -15.82 -0.03
Cl -13.34 -16.67 -14.67 -0.20
Cl -13.33 -17.43 -17.51 -0.14
H -12.85 -18.75 -15.65 0.62
H -14.57 -18.41 -15.71 0.42
C -20.09 -15.54 -17.57 2.02
Cl -20.61 -13.82 -17.51 -0.21
Cl -21.50 -16.66 -17.52 -0.16
H -19.41 -15.74 -18.40 0.20
H -19.37 -15.61 -16.75 -1.04
C -19.49 -17.55 -11.94 -0.20
Cl -18.95 -15.98 -12.33 -0.11
Cl -20.97 -17.89 -12.81 -0.21
H -18.74 -18.30 -12.20 0.19
H -19.78 -17.67 -10.90 0.35
C -17.59 -17.20 -19.53 2.20
Cl -17.53 -15.44 -19.84 -0.13
Cl -19.19 -17.79 -19.62 -0.21
H -16.90 -17.71 -20.20 0.56
H -17.29 -17.35 -18.49 -1.63
```

Its total charge is 0. Its multiplicity is 1. As for the frontier orbital gap: 9.6 eV. For the largest force on an atom, the calculation gives 7.73 eV/Å. The LUMO energy is 0.3932 eV. The calculation puts the HOMO energy at -9.238 eV. For the energy, the calculation gives -132492.1018 eV. For the energy above the lowest of the compared OMol25 structures with the same formula, charge and spin, the calculation gives 396.0 kcal per mole.

DFT (wB97M-V/def2-TZVPD) results for the molecule C6H12N2O2S.

```
23
Properties=species:S:1:pos:R:3:mulliken_charge:R:1
O -1.51 -0.35 0.88 -0.63
S -0.49 -1.06 0.14 1.16
O -0.26 -2.48 0.32 -0.65
N -0.68 -0.83 -1.50 -0.38
C -0.70 0.50 -2.05 0.00
C -1.65 0.78 -3.17 -0.62
C -1.91 1.30 -1.79 -0.46
N 0.89 -0.13 0.46 -0.27
C 1.03 0.29 1.85 -0.19
C 2.36 0.02 2.49 -0.73
C 1.14 -0.75 2.92 -0.21
H -0.20 -1.53 -2.08 0.29
H 0.23 1.09 -2.02 0.31
H -1.34 1.47 -3.96 0.23
H -2.23 -0.07 -3.46 0.28
H -2.75 0.87 -1.21 0.19
H -1.81 2.38 -1.60 0.24
H 1.75 -0.56 0.09 0.28
H 0.47 1.17 2.14 0.29
H 2.79 0.75 3.15 0.23
H 3.10 -0.47 1.84 0.21
H 1.04 -1.80 2.60 0.19
H 0.72 -0.59 3.94 0.23
```

Its total charge is 0. Its multiplicity is 1. As for the frontier orbital gap: 10.4 eV. Its structure (SMILES) is O=S(=O)(NC1CC1)NC1CC1. For the largest force on an atom, the calculation gives 1.91 eV/Å. The LUMO energy is 0.6016 eV. The calculation puts the HOMO energy at -9.759 eV. For the energy, the calculation gives -24324.7904 eV. For the energy above the lowest of the compared OMol25 structures with the same formula, charge and spin, the calculation gives 50.2 kcal per mole.

DFT (wB97M-V/def2-TZVPD) results for a cluster of 6 separate species, C20H28N5O in total.

```
54
Properties=species:S:1:pos:R:3:mulliken_charge:R:1
O 1.23 -0.21 0.49 -0.09
H 2.27 -0.13 0.78 0.48
H 0.58 0.08 1.20 0.75
H 0.94 0.03 -0.37 0.21
N -1.34 -0.17 1.89 0.00
C -0.74 -0.81 2.99 -0.36
C 0.03 0.13 3.59 -0.45
C -0.11 1.42 2.74 -0.40
C -1.06 1.15 1.77 -0.98
H -2.03 -0.71 1.39 0.35
H -0.82 -1.85 3.22 0.41
H 0.62 0.02 4.51 0.50
H 0.30 2.44 3.01 0.39
H -1.52 1.83 1.07 0.45
N -3.50 -1.68 -0.02 -0.16
C -2.23 -1.72 -0.67 -0.42
C -1.39 -2.52 0.00 0.02
C -2.25 -3.19 1.08 -0.75
C -3.52 -2.58 1.01 -0.73
H -4.31 -0.96 -0.40 0.33
H -1.89 -1.13 -1.40 0.33
H -0.32 -2.67 -0.30 0.21
H -1.86 -4.02 1.71 0.43
H -4.37 -2.73 1.52 0.53
N -3.63 3.16 -2.60 -0.17
C -2.83 2.07 -2.28 -0.40
C -1.68 2.68 -1.80 -0.10
C -1.85 4.14 -1.81 -1.60
C -3.13 4.36 -2.18 -0.35
H -4.66 3.05 -3.17 0.34
H -2.97 0.91 -2.58 0.20
H -0.81 2.12 -1.55 0.83
H -1.34 4.88 -1.59 0.71
H -3.70 5.18 -2.24 0.52
N 1.73 0.20 -2.55 -0.23
C 2.52 -0.95 -2.17 -0.56
C 1.49 -2.02 -2.20 -0.58
C 0.32 -1.32 -2.90 -0.17
C 0.48 0.01 -3.03 -1.09
H 2.37 1.29 -2.61 0.37
H 3.56 -0.79 -1.89 0.57
H 1.63 -2.99 -1.83 0.56
H -0.41 -2.04 -3.25 0.55
H -0.12 0.91 -3.27 0.61
N 4.06 -1.42 1.06 -0.03
C 4.44 -0.20 0.61 -0.70
C 4.12 0.73 1.47 -0.97
C 3.70 -0.01 2.74 -0.26
C 3.61 -1.36 2.37 -0.77
H 4.28 -2.34 0.74 0.24
H 4.90 -0.19 -0.24 0.83
H 4.22 1.73 1.33 0.54
H 3.53 0.42 3.68 0.54
H 3.45 -2.22 2.92 0.52
```

Its total charge is +1. Its multiplicity is 1. As for the frontier orbital gap: 8.9 eV. For the largest force on an atom, the calculation gives 9.46 eV/Å. The LUMO energy is -2.2258 eV. The calculation puts the HOMO energy at -11.144 eV. For the energy, the calculation gives -30677.7175 eV. For the energy above the lowest of the compared OMol25 structures with the same formula, charge and spin, the calculation gives 0.0 kcal per mole.

DFT (wB97M-V/def2-TZVPD) results for a structure of composition C6H5NS.

```
13
Properties=species:S:1:pos:R:3:mulliken_charge:R:1
C -1.10 1.35 0.99 -0.56
C -1.44 -1.10 0.09 -0.51
C -1.37 0.27 0.42 0.42
C -0.24 1.20 -0.15 -0.62
C 0.63 -0.84 -0.91 -0.04
C 1.85 -0.51 -0.29 -0.30
N -0.34 -1.51 -0.57 -0.21
S 1.50 1.17 0.04 -0.21
H -1.29 2.09 1.64 0.50
H -2.34 -1.77 0.01 0.32
H 1.83 -0.96 0.67 0.26
H 2.74 -0.81 -0.84 0.36
H -0.42 1.42 -1.10 0.59
```

Its total charge is 0. Its multiplicity is 1. As for the frontier orbital gap: 8.0 eV. For the largest force on an atom, the calculation gives 4.42 eV/Å. The LUMO energy is 0.3866 eV. The calculation puts the HOMO energy at -7.577 eV. For the energy, the calculation gives -18621.1640 eV. For the energy above the lowest of the compared OMol25 structures with the same formula, charge and spin, the calculation gives 135.7 kcal per mole.